1.
ORCA calculation (wB97M-V/def2-TZVPD) on a structure of composition C24H31HfIN2O in a non-equilibrium geometry.

Orbital gap   4.19 eV
Net charge   +2
HOMO level   -13.0 eV

XYZ file:
```
60
C24H31HfIN2O (wB97M-V/def2-TZVPD)
C -3.29 0.41 1.31
C -3.03 1.68 0.69
H -4.36 0.26 1.15
H -3.08 0.57 2.46
H -2.73 -0.49 1.02
H -2.59 1.72 -0.35
H -4.08 2.04 0.50
H -2.54 2.34 1.42
C -1.16 -3.37 -0.99
C -1.11 -4.62 -1.57
C -0.51 -4.73 -2.84
C -0.01 -3.59 -3.47
H -1.71 -3.19 -0.05
H -1.52 -5.48 -1.06
H -0.42 -5.72 -3.29
H 0.44 -3.68 -4.44
N -0.55 -2.29 -1.56
C -0.06 -2.34 -2.87
C 0.31 -1.09 -3.51
N 0.16 0.09 -2.77
C 0.21 1.33 -3.38
C 0.95 0.31 -5.40
C 0.65 1.46 -4.65
H -0.15 2.18 -2.77
H 0.77 2.46 -5.09
C 0.74 -0.95 -4.81
H 0.95 -1.82 -5.39
H 1.35 0.42 -6.41
Hf -0.92 -0.38 -1.20
I -3.42 -0.35 -2.53
C 1.32 -2.24 1.52
C 0.54 -1.66 2.68
C 1.12 -2.24 4.00
C 0.44 -0.16 2.76
C 0.15 0.50 3.95
C 0.30 1.89 4.05
C 0.70 2.64 2.94
C 0.86 2.05 1.70
C 1.33 2.82 0.50
C 0.44 4.07 0.29
C 2.80 3.25 0.67
C 0.51 0.68 1.62
O -0.07 0.26 0.47
H 2.32 -1.81 1.44
H 0.82 -2.10 0.56
H 1.42 -3.32 1.65
H -0.49 -2.06 2.65
H 2.17 -1.91 4.16
H 0.54 -1.95 4.90
H 1.11 -3.34 3.95
H -0.15 -0.08 4.83
H 0.15 2.37 5.03
H 0.90 3.71 3.05
H 1.29 2.22 -0.41
H 0.52 4.76 1.16
H 0.73 4.62 -0.61
H -0.62 3.78 0.19
H 3.44 2.37 0.80
H 3.15 3.79 -0.21
H 2.93 3.90 1.55
```

***

2.
ORCA calculation (wB97M-V/def2-TZVPD) on a structure of composition C24H31IrN7S2 in a non-equilibrium geometry.

Orbital gap (alpha / beta)   5.65 / 5.58 eV
Net charge   +1
HOMO level (alpha / beta)   -9.7 / -9.6 eV
Energy above the lowest of the compared OMol25 structures with the same formula, charge and spin   225.90 kJ/mol

XYZ file:
```
65
C24H31IrN7S2 (wB97M-V/def2-TZVPD)
Ir -0.34 -0.29 0.49
C -3.55 -4.88 -1.02
C -3.70 -3.81 -2.10
N -2.57 -2.90 -2.21
C -2.16 -2.06 -1.26
S -0.97 -0.84 -1.76
N -2.61 -2.14 -0.04
N -2.10 -1.26 0.82
C -2.65 -1.14 2.01
C -3.76 -2.06 2.39
C -2.12 -0.07 2.81
C -2.70 0.35 4.01
C -2.18 1.42 4.70
C -1.06 2.07 4.18
C -0.51 1.60 3.01
N -1.02 0.58 2.32
H -4.40 -5.56 -1.06
H -3.51 -4.43 -0.03
H -2.63 -5.46 -1.16
H -4.62 -3.24 -1.90
H -3.81 -4.30 -3.07
H -2.24 -2.69 -3.14
H -3.51 -3.06 2.06
H -4.68 -1.77 1.88
H -3.94 -2.06 3.46
H -3.56 -0.18 4.38
H -2.62 1.75 5.63
H -0.61 2.91 4.70
H 0.39 2.04 2.61
C 6.10 -2.17 -0.58
C 4.69 -2.02 -1.05
C 4.39 -1.76 -2.39
C 3.05 -1.62 -2.70
N 2.10 -1.70 -1.79
C 2.46 -1.96 -0.54
S 1.24 -2.16 0.72
N 3.72 -2.13 -0.14
H 6.75 -2.49 -1.39
H 6.15 -2.89 0.24
H 6.46 -1.21 -0.20
H 5.17 -1.69 -3.13
H 2.72 -1.44 -3.72
C -1.06 3.79 -0.22
N -0.29 3.73 -1.48
C -1.08 4.17 -2.65
C 0.28 2.35 -1.67
C 1.37 2.08 -0.66
C 2.48 2.92 -0.68
C 3.51 2.76 0.23
C 3.42 1.74 1.16
C 2.31 0.91 1.19
C 1.24 1.05 0.28
H -1.35 4.81 0.00
H -0.45 3.40 0.59
H -1.95 3.17 -0.32
H 0.52 4.35 -1.37
H -1.92 3.49 -2.78
H -0.46 4.15 -3.54
H -1.45 5.18 -2.49
H 0.67 2.27 -2.69
H -0.53 1.63 -1.55
H 2.56 3.71 -1.43
H 4.37 3.42 0.21
H 4.23 1.57 1.87
H 2.27 0.13 1.94
```